Here is an isolated molecule of C3H8Si2 from OMol25. Energies are from ωB97M-V with the def2-TZVPD basis set.

Summary:
LUMO (spin up / spin down)	-1.20 / -0.45	eV
Kohn-Sham gap (spin up / spin down)	0.20784 / 0.28877	Eh
max |F|	2.67	eV Å⁻¹
total charge	0
calculated total energy	-18990.8468	eV
HOMO level (spin up / spin down)	-6.857 / -8.305	eV

Bonds (Å) are listed after each position.
Positions of all 13 atoms, in Å:
1 C -0.1975 0.4280 0.4539  C2 1.333, C3 1.453, H6 1.090
2 C -1.1584 -0.1238 -0.2878  C1 1.333, Si4 1.820, H7 1.050
3 C 1.1760 0.7403 0.0973  C1 1.453, Si5 1.988, H8 1.132, H9 1.124
4 Si -2.9131 -0.3399 0.1458  C2 1.820, H10 1.478, H11 1.451
5 Si 2.6381 -0.6058 0.0386  C3 1.988, H12 1.538, H13 1.463
6 H -0.4010 0.6343 1.5047  C1 1.090
7 H -1.1283 -0.2773 -1.3259  C2 1.050
8 H 1.2746 1.4096 -0.8099  C3 1.132
9 H 1.4639 1.3885 0.9698  C3 1.124
10 H -3.3120 -1.4826 -0.7024  Si4 1.478
11 H -3.2490 0.0434 1.5043  Si4 1.451
12 H 2.1224 -1.7946 -0.7895  Si5 1.538
13 H 3.6844 -0.0200 -0.7988  Si5 1.463

Atomic partial charges in e from the natural (NBO) method, atoms 1 to 5: C -0.143; C -0.694; C -0.872; Si 0.749; Si 0.779


Here is a cluster of 4 separate species, C3H12O4 in total from OMol25. Energies are from ωB97M-V with the def2-TZVPD basis set.

Summary:
LUMO	0.47	eV
Kohn-Sham gap	0.37504	Eh
max |F|	1.46	eV Å⁻¹
total charge	0
SMILES string	CCC=O.O.O.O
calculated total energy	-11495.1745	eV
HOMO level	-9.736	eV

Bonds (Å) are listed after each position.
Positions of all 19 atoms, in Å:
1 C -1.6066 0.8306 1.6756  C2 1.516, H5 1.090, H6 1.093, H7 1.083
2 C -1.2514 -0.6379 1.5523  C1 1.516, C3 1.511, H8 1.089, H9 1.099
3 C 0.1709 -0.9385 1.1406  C2 1.511, O4 1.211, H10 1.113
4 O 0.4915 -1.8413 0.3993  C3 1.211
5 H -0.8134 1.4382 2.1120  C1 1.090
6 H -1.8072 1.2745 0.6974  C1 1.093
7 H -2.4993 0.9237 2.2809  C1 1.083
8 H -1.8178 -1.2230 0.8287  C2 1.089
9 H -1.3258 -1.0731 2.5589  C2 1.099
10 H 0.9768 -0.2102 1.3825  C3 1.113
11 O 1.4701 0.9745 -2.6843  H12 0.963, H13 0.963
12 H 0.5233 0.7986 -2.6539  O11 0.963
13 H 1.8850 0.1053 -2.6784  O11 0.963
14 O 1.4544 2.2188 0.7829  H15 0.954, H16 0.946
15 H 1.5132 2.1645 -0.1672  O14 0.954
16 H 2.3038 2.4797 1.1074  O14 0.946
17 O -1.1063 -1.3231 -1.9171  H18 0.972, H19 0.957
18 H -0.2850 -1.6160 -1.4873  O17 0.972
19 H -0.9306 -0.9252 -2.7693  O17 0.957

Atomic partial charges in e from the natural (NBO) method, atoms 1 to 5: C -0.609; C -0.521; C 0.464; O -0.585; H 0.226


Here is an isolated molecule of C3H7N from OMol25. Energies are from ωB97M-V with the def2-TZVPD basis set.

Summary:
LUMO	1.15	eV
Kohn-Sham gap	0.38993	Eh
max |F|	2.14	eV Å⁻¹
total charge	0
SMILES string	C=NCC
calculated total energy	-4713.5650	eV
HOMO level	-9.459	eV

Bonds (Å) are listed after each position.
Positions of all 11 atoms, in Å:
1 C 0.0356 1.0416 -1.1231  N2 1.264, H5 1.084, H6 1.087
2 N -0.3222 1.0336 0.0887  C1 1.264, C3 1.461
3 C -0.2484 -0.2027 0.8645  N2 1.461, C4 1.576, H7 1.089, H8 1.082
4 C 0.4226 -1.4615 0.1949  C3 1.576, H9 1.085, H10 1.083, H11 1.085
5 H 0.4167 0.1469 -1.6013  C1 1.084
6 H -0.0753 1.9544 -1.7025  C1 1.087
7 H 0.2823 0.0388 1.7838  C3 1.089
8 H -1.2841 -0.4519 1.0537  C3 1.082
9 H 0.6021 -2.1833 0.9853  C4 1.085
10 H -0.3176 -1.8859 -0.4722  C4 1.083
11 H 1.3240 -1.1000 -0.2881  C4 1.085

Atomic partial charges in e from the natural (NBO) method, atoms 1 to 5: C -0.083; N -0.380; C -0.243; C -0.646; H 0.143


Here is a cluster of 2 separate species, C8H19ClNO in total from OMol25. Energies are from ωB97M-V with the def2-TZVPD basis set.

Summary:
LUMO	-3.11	eV
Kohn-Sham gap	0.35432	Eh
max |F|	3.92	eV Å⁻¹
total charge	+1
calculated total energy	-24655.4008	eV
HOMO level	-12.749	eV

Bonds (Å) are listed after each position.
Positions of all 30 atoms, in Å:
1 C 3.0323 1.2751 -0.7192  C4 1.522, H12 1.101, H13 1.084, H14 1.214
2 C 1.7559 -1.7100 1.2601  C5 1.513, H15 1.096, H16 1.079, H17 1.056
3 C -1.4918 1.3646 2.1102  C6 1.475, H18 1.085, H19 1.086, H20 1.073
4 C 1.6154 0.8819 -0.3277  C1 1.522, C8 1.456, H21 1.070, H22 1.052
5 C 1.3139 -1.6204 -0.1843  C2 1.513, C8 1.317, H24 1.042
6 C -2.3352 0.7096 1.0927  C3 1.475, O10 1.449, H25 1.269, H26 1.103
7 C -2.0620 -0.8504 -0.5565  N9 1.541, O10 1.316, H23 1.148, H27 1.088
8 C 1.3174 -0.4602 -0.8077  C4 1.456, C5 1.317, Cl11 1.769
9 N -2.0335 -0.4278 -2.0385  C7 1.541, H28 1.115, H29 1.083, H30 1.002
10 O -1.4186 -0.0502 0.2661  C6 1.449, C7 1.316
11 Cl 0.9143 -0.3869 -2.5291  C8 1.769
12 H 3.8767 0.6799 -0.3385  C1 1.101
13 H 3.1141 1.1923 -1.7966  C1 1.084
14 H 3.3537 2.4326 -0.5460  C1 1.214
15 H 2.8089 -1.9900 1.3748  C2 1.096
16 H 1.3759 -2.5382 1.8375  C2 1.079
17 H 1.6312 -0.7493 1.6812  C2 1.056
18 H -1.0075 2.2298 1.6699  C3 1.085
19 H -2.1713 1.7330 2.8731  C3 1.086
20 H -0.7991 0.6155 2.4415  C3 1.073
21 H 1.5383 0.9918 0.7337  C4 1.070
22 H 0.8775 1.5915 -0.5702  C4 1.052
23 H -1.4890 -1.8448 -0.5440  C7 1.148
24 H 1.0755 -2.4254 -0.8012  C5 1.042
25 H -2.8627 1.5896 0.3463  C6 1.269
26 H -3.1102 0.0416 1.5040  C6 1.103
27 H -3.1228 -1.0231 -0.3896  C7 1.088
28 H -0.9322 -0.5598 -2.1519  N9 1.115
29 H -2.5454 -1.2112 -2.5833  N9 1.083
30 H -2.2199 0.5191 -2.3070  N9 1.002

Atomic partial charges in e from the natural (NBO) method, atoms 1 to 5: C -0.611; C -0.655; C -0.643; C -0.501; C -0.192